[1]
18
Properties=species:S:1:pos:R:3:nbo_charge:R:1 method="wB97M-V/def2-TZVPD" total_energy_ev=-10267.4631 total_charge=0 homo_energy_ev=-8.427 fmax_ev_per_a=6.42 homo_lumo_gap_ev=9.18
H 0.159 -1.153 -0.712 0.36
N 1.035 -1.503 -0.640 -0.67
C 1.952 -0.742 -0.191 0.26
N 1.838 0.650 0.119 -0.69
C 0.680 1.471 -0.079 0.22
N -0.528 1.162 -0.258 -0.31
N -1.041 -0.154 -0.105 -0.33
C -0.851 -0.613 1.256 -0.44
C -2.519 -0.086 -0.498 -0.41
H 3.013 -1.139 0.057 0.17
H 2.520 1.029 0.868 0.41
H 0.764 2.538 0.002 0.20
H -1.217 -1.670 1.191 0.22
H -1.486 -0.078 2.080 0.18
H 0.285 -0.461 1.538 0.22
H -2.895 -1.122 -0.721 0.20
H -3.178 0.228 0.316 0.18
H -2.662 0.563 -1.354 0.22

***

[2]
18
Properties=species:S:1:pos:R:3:nbo_charge:R:1 method="wB97M-V/def2-TZVPD" total_energy_ev=-10268.2187 total_charge=0 homo_energy_ev=-8.835 fmax_ev_per_a=3.18 homo_lumo_gap_ev=8.97
H 2.567 0.065 1.995 0.34
N 2.056 -0.592 1.411 -0.75
C 0.816 -0.321 1.324 0.57
N 0.176 0.809 1.844 -0.85
N -0.059 -1.095 0.550 -0.58
C 0.482 -2.010 -0.344 -0.42
H 0.674 1.281 2.582 0.38
H -0.804 0.673 2.051 0.39
H -0.666 -0.315 -0.149 0.32
H 0.339 -1.442 -1.455 0.24
H -0.133 -2.903 -0.448 0.19
H 1.543 -2.204 -0.206 0.24
C -1.357 1.751 -1.371 -0.69
C -0.852 0.377 -1.536 0.17
N -0.313 -0.355 -2.306 -0.30
H -1.241 2.328 -2.289 0.25
H -0.815 2.234 -0.557 0.26
H -2.413 1.719 -1.097 0.25

***

[3]
18
Properties=species:S:1:pos:R:3:nbo_charge:R:1 method="wB97M-V/def2-TZVPD" total_energy_ev=-10265.4907 total_charge=0 homo_energy_ev="-7.378 / -7.378" fmax_ev_per_a=6.43 homo_lumo_gap_ev="8.18 / 8.18"
C 2.042 -0.035 -0.143 -0.66
C -0.516 -0.446 0.520 0.40
C -0.481 0.911 -1.278 0.45
C 0.604 -0.077 0.108 -0.02
N -1.831 -0.467 0.807 -0.86
N 0.123 -1.664 1.970 -1.11
N -0.824 2.167 -0.912 -0.84
N -0.624 0.436 -2.440 -0.75
H -1.933 -1.118 1.592 0.45
H -2.423 -0.682 0.011 0.40
H 0.492 -1.131 2.759 0.33
H 0.878 -2.297 1.706 0.34
H -1.067 2.318 0.054 0.40
H -1.336 2.712 -1.596 0.39
H -0.350 -0.542 -2.513 0.36
H 2.514 -0.940 0.243 0.24
H 2.230 0.020 -1.218 0.25
H 2.503 0.836 0.329 0.24

***

[4]
19
Properties=species:S:1:pos:R:3:nbo_charge:R:1 method="wB97M-V/def2-TZVPD" total_energy_ev=-12314.6456 total_charge=0 homo_energy_ev=-7.728 fmax_ev_per_a=4.20 homo_lumo_gap_ev=8.63
C 1.745 -0.659 1.085 -0.66
C 1.573 -0.289 -0.420 0.08
C 1.220 1.196 -0.569 -0.23
N -0.088 1.382 -0.128 -0.64
C -1.008 0.289 -0.086 0.49
N -2.257 0.621 0.052 -0.38
N -3.249 -0.413 -0.098 -0.68
N -0.594 -1.079 -0.369 -0.36
O 0.625 -1.092 -1.095 -0.38
H 2.370 0.033 1.623 0.22
H 2.089 -1.702 1.179 0.22
H 0.712 -0.767 1.535 0.23
H 2.533 -0.280 -1.028 0.21
H 1.250 1.399 -1.633 0.18
H 1.929 1.860 -0.030 0.20
H -0.544 2.219 0.260 0.42
H -4.003 -0.044 0.516 0.36
H -3.025 -1.306 0.262 0.34
H -1.280 -1.368 -1.053 0.38

***

[5]
19
Properties=species:S:1:pos:R:3:nbo_charge:R:1 method="wB97M-V/def2-TZVPD" total_energy_ev=-12312.5297 total_charge=0 homo_energy_ev=-8.348 fmax_ev_per_a=7.27 homo_lumo_gap_ev=9.21
C 1.520 -1.858 -0.881 -0.72
C 2.061 -0.520 -1.468 0.09
N 2.107 0.649 -0.941 -0.24
N 1.128 1.034 -0.064 -0.47
C -0.209 0.735 0.037 0.60
N -0.744 0.075 -0.832 -0.36
N -2.255 0.164 -0.379 -0.69
O -0.914 1.497 0.963 -0.55
C -1.508 0.717 2.004 -0.29
H 0.403 -2.154 -0.908 0.26
H 1.993 -2.834 -1.068 0.23
H 1.675 -1.678 0.233 0.22
H 2.800 -0.691 -2.349 0.19
H 1.387 1.958 0.410 0.40
H -2.236 1.118 -0.039 0.35
H -2.556 0.260 -1.490 0.36
H -0.517 0.297 2.457 0.18
H -2.156 1.440 2.648 0.22
H -1.980 -0.209 1.669 0.23

***

[6]
19
Properties=species:S:1:pos:R:3:nbo_charge:R:1 method="wB97M-V/def2-TZVPD" total_energy_ev=-12310.8074 total_charge=0 homo_energy_ev="-7.505 / -7.504" fmax_ev_per_a=4.04 homo_lumo_gap_ev="7.77 / 7.77"
C 2.026 0.290 -0.692 -0.42
N -0.996 1.195 -0.154 -0.08
N 0.840 -0.404 -0.205 -0.22
C 0.006 0.450 0.622 0.28
N -0.997 1.038 -1.477 -0.61
C -2.137 -1.128 0.091 -0.18
C 0.380 0.797 1.892 -0.51
O 1.313 -1.519 0.572 -0.58
N -1.722 -0.130 0.757 -0.29
H 0.621 -2.186 0.480 0.47
H -0.587 0.198 -1.884 0.37
H -1.878 1.291 -1.914 0.38
H 1.698 1.153 -1.270 0.21
H 2.666 0.630 0.127 0.19
H 2.591 -0.391 -1.327 0.21
H -1.822 -1.373 -0.931 0.15
H -2.995 -1.659 0.486 0.20
H -0.268 1.395 2.509 0.22
H 1.262 0.352 2.318 0.22

***

[7]
20
Properties=species:S:1:pos:R:3:nbo_charge:R:1 method="wB97M-V/def2-TZVPD" total_energy_ev=-14360.9749 total_charge=0 homo_energy_ev=-8.150 fmax_ev_per_a=4.08 homo_lumo_gap_ev=8.86
C -1.191 -0.954 1.825 -0.67
N 0.967 -0.055 0.397 -0.12
C 0.246 0.454 -1.376 0.76
C -1.139 0.018 -0.632 0.09
C -0.746 -0.477 0.511 0.14
N 2.104 -0.868 0.243 -0.67
N 1.264 1.221 0.878 -0.65
N -2.275 0.636 -1.095 -0.81
O 0.693 -0.649 -2.089 -0.75
O 0.300 1.569 -1.905 -0.71
H 0.888 -0.286 -2.969 0.49
H 1.784 -1.809 0.021 0.37
H 2.563 -0.566 -0.622 0.36
H 1.341 1.197 1.891 0.34
H 2.156 1.557 0.513 0.36
H -2.041 1.432 -1.687 0.42
H -2.977 0.828 -0.393 0.38
H -2.285 -1.020 1.835 0.23
H -0.785 -1.949 2.032 0.23
H -0.868 -0.278 2.622 0.22

***

[8]
26
Properties=species:S:1:pos:R:3:nbo_charge:R:1 method="wB97M-V/def2-TZVPD" total_energy_ev=-42672.5611 total_charge=+1 homo_energy_ev=-14.314 fmax_ev_per_a=3.33 homo_lumo_gap_ev=9.15
O 2.458 -1.509 2.057 -1.08
P 2.623 -1.708 0.629 2.44
O 1.699 -2.892 0.164 -0.95
O 4.150 -1.940 0.305 -0.92
N 2.084 -0.213 -0.133 -0.25
N 2.593 0.526 -1.053 0.11
N 1.780 1.528 -1.194 -0.21
C 0.747 1.410 -0.343 0.43
C -0.389 2.370 -0.165 -0.47
C -1.777 1.769 -0.489 -0.41
C -2.182 0.630 0.507 -0.67
S -2.573 -0.897 -0.343 2.36
O -2.906 -1.868 0.639 -0.91
O -3.628 -0.637 -1.258 -0.92
O -1.275 -1.366 -1.168 -0.91
N 0.955 0.282 0.346 -0.29
H 1.641 -3.476 0.946 0.55
H 4.617 -1.265 0.837 0.54
H -0.223 3.219 -0.834 0.28
H -0.392 2.721 0.875 0.26
H -1.897 1.465 -1.534 0.25
H -2.509 2.569 -0.328 0.25
H -3.083 0.913 1.057 0.30
H -1.373 0.523 1.236 0.20
H -1.585 -1.985 -1.859 0.54
H 0.445 -0.170 1.102 0.49

***

[9]
19
Properties=species:S:1:pos:R:3:nbo_charge:R:1 method="wB97M-V/def2-TZVPD" total_energy_ev=-18146.5344 total_charge=0 homo_energy_ev=-9.619 fmax_ev_per_a=4.97 homo_lumo_gap_ev=9.83
C -1.489 -0.082 1.021 -1.23
Si -0.073 0.164 -0.057 1.81
C 0.158 1.637 -1.164 -1.13
C 1.577 -0.732 0.474 -1.11
N -0.596 -1.221 -1.716 -0.47
C -1.084 -2.443 -1.844 0.11
N -1.190 -2.684 -3.168 -0.32
N -0.697 -1.651 -3.793 -0.07
N -0.343 -0.744 -2.997 -0.14
H -1.975 0.765 1.540 0.27
H -2.206 -0.702 0.427 0.28
H -1.231 -0.856 1.768 0.26
H -0.158 2.561 -0.673 0.25
H 1.093 1.946 -1.235 0.25
H -0.378 1.464 -2.036 0.29
H 1.891 -1.275 -0.434 0.26
H 2.350 0.116 0.764 0.24
H 1.472 -1.444 1.261 0.24
H -1.518 -3.009 -1.131 0.20

***

[10]
16
Properties=species:S:1:pos:R:3:nbo_charge:R:1 method="wB97M-V/def2-TZVPD" total_energy_ev=-7847.1663 total_charge=-1 homo_energy_ev=-2.267 fmax_ev_per_a=1.04 homo_lumo_gap_ev=6.68
C -1.542 0.569 0.271 -0.63
C -0.442 -0.281 -0.423 -0.04
N -0.728 -0.341 -1.879 -0.85
C 0.974 0.166 -0.101 -0.45
C 1.340 -0.239 1.376 0.00
O 0.504 0.276 2.295 -0.96
H -1.086 1.209 1.008 0.26
H -2.212 -0.099 0.806 0.20
H -2.081 1.080 -0.520 0.18
H -0.536 -1.295 -0.066 0.17
H -0.246 -1.131 -2.291 0.34
H -0.353 0.489 -2.328 0.34
H 1.054 1.254 -0.207 0.17
H 1.630 -0.372 -0.798 0.16
H 2.406 0.080 1.524 0.07
H 1.318 -1.363 1.332 0.06

***

[11]
16
Properties=species:S:1:pos:R:3:nbo_charge:R:1 method="wB97M-V/def2-TZVPD" total_energy_ev=-7845.7631 total_charge=-1 homo_energy_ev=-2.255 fmax_ev_per_a=3.75 homo_lumo_gap_ev=6.32
C 1.353 -0.693 1.113 -0.45
N -0.123 -0.498 1.224 -0.66
C -0.706 0.191 0.078 -0.10
C -0.199 1.749 -0.209 -0.66
C -0.631 -0.602 -1.309 -0.01
O -1.771 -0.549 -2.024 -0.95
H 1.648 -1.590 1.724 0.17
H 1.702 0.131 1.667 0.19
H 1.665 -1.034 0.066 0.20
H -0.463 -1.502 1.320 0.35
H -1.826 0.149 0.084 0.22
H 0.721 1.674 -0.768 0.20
H -1.031 2.134 -0.825 0.22
H -0.308 2.388 0.691 0.19
H 0.242 -0.243 -1.814 0.07
H -0.273 -1.705 -1.018 0.01

***

[12]
16
Properties=species:S:1:pos:R:3:nbo_charge:R:1 method="wB97M-V/def2-TZVPD" total_energy_ev=-7846.8291 total_charge=-1 homo_energy_ev=-1.883 fmax_ev_per_a=0.57 homo_lumo_gap_ev=6.46
C -0.919 -1.140 -1.888 -0.60
C -0.509 0.041 -1.029 -0.21
N 0.660 -0.270 -0.275 -0.83
C 1.045 0.820 0.564 -0.24
C 0.418 0.626 1.977 -0.08
O 0.382 -0.755 2.230 -0.81
H -1.814 -0.929 -2.497 0.17
H -1.124 -2.012 -1.264 0.19
H -0.102 -1.414 -2.577 0.19
H -0.367 0.911 -1.697 0.11
H -1.396 0.325 -0.415 0.11
H 0.447 -1.064 1.257 0.49
H 0.739 1.820 0.195 0.13
H 2.141 0.852 0.679 0.15
H 0.996 1.152 2.757 0.13
H -0.598 1.034 1.983 0.12

***

[13]
16
Properties=species:S:1:pos:R:3:nbo_charge:R:1 method="wB97M-V/def2-TZVPD" total_energy_ev=-7843.8280 total_charge=-1 homo_energy_ev=-1.994 fmax_ev_per_a=4.62 homo_lumo_gap_ev=6.25
C 0.213 -0.701 -0.739 0.34
O -0.734 -1.452 -1.153 -0.74
C 0.360 0.090 0.469 -0.07
C -0.454 1.048 -0.582 -0.47
C -1.883 1.059 -0.042 -0.62
N 1.588 0.640 0.912 -1.13
H 2.390 -2.608 1.127 0.02
H 1.123 -0.724 -1.349 0.11
H -0.171 -0.292 1.348 0.18
H -0.595 1.130 -1.678 0.25
H 0.048 1.987 -0.368 0.24
H -1.992 1.454 0.970 0.19
H -2.718 1.477 -0.606 0.18
H -2.151 0.005 0.014 0.23
H 2.695 -3.022 0.592 -0.02
H 2.280 -0.090 1.084 0.30

***

[14]
16
Properties=species:S:1:pos:R:3:mulliken_spin:R:1 method="wB97M-V/def2-TZVPD" total_energy_ev=-7844.2550 spin_multiplicity=2 total_charge=0 homo_energy_ev="-9.399 / -9.271" fmax_ev_per_a=3.93 homo_lumo_gap_ev="10.46 / 7.24"
C 0.522 -0.713 -1.872 0.00
C 0.645 0.313 -0.766 0.01
C -0.568 1.217 -0.711 0.01
N 0.977 -0.239 0.559 0.01
C -0.368 -0.758 1.296 0.00
O -1.145 0.204 1.763 0.83
H -0.158 -1.504 -1.560 0.00
H 0.025 -0.298 -2.769 0.00
H 1.502 -1.141 -1.959 0.00
H 1.474 0.965 -1.012 0.00
H -1.362 0.582 -0.479 0.00
H -0.215 1.901 0.006 0.00
H -0.701 1.519 -1.787 0.00
H 1.023 0.553 1.186 0.00
H -0.812 -1.464 0.631 0.03
H 0.159 -1.419 2.040 0.10

***

[15]
16
Properties=species:S:1:pos:R:3:nbo_charge:R:1 method="wB97M-V/def2-TZVPD" total_energy_ev=-7838.6204 total_charge=+1 homo_energy_ev=-15.927 fmax_ev_per_a=4.54 homo_lumo_gap_ev=12.61
C -1.148 -1.287 -0.715 -0.46
N -0.054 -1.066 0.254 -0.56
C 0.553 0.445 0.302 0.42
C -0.426 1.293 1.040 -0.69
C 1.398 0.730 -0.886 -0.16
O 1.879 0.458 0.497 -0.45
H -1.194 -0.588 -1.587 0.26
H -1.073 -2.306 -1.104 0.25
H -2.183 -1.338 -0.099 0.25
H 0.915 -1.567 0.049 0.45
H -0.296 -1.343 1.188 0.43
H 0.175 2.283 1.150 0.27
H -0.372 0.918 2.017 0.24
H -1.448 1.503 0.695 0.27
H 1.771 0.063 -1.785 0.25
H 1.505 1.802 -1.016 0.23

***

[16]
16
Properties=species:S:1:pos:R:3:nbo_charge:R:1 method="wB97M-V/def2-TZVPD" total_energy_ev=-7838.0793 total_charge=+1 homo_energy_ev=-16.492 fmax_ev_per_a=3.38 homo_lumo_gap_ev=9.97
C -1.571 0.635 0.876 -0.67
C -0.282 0.665 0.124 0.00
C -0.379 0.457 -1.358 -0.67
N 0.689 -0.603 0.779 0.35
C 1.750 -1.114 0.013 -0.52
O 0.436 -0.975 1.868 -0.09
H -2.121 1.548 0.655 0.27
H -2.188 -0.210 0.572 0.24
H -1.425 0.595 1.953 0.25
H 0.349 1.515 0.395 0.24
H 0.577 0.517 -1.871 0.23
H -1.007 1.253 -1.761 0.27
H -0.869 -0.484 -1.598 0.24
H 1.330 -1.774 -0.760 0.29
H 2.429 -1.705 0.633 0.28
H 2.279 -0.320 -0.520 0.27

***

[17]
16
Properties=species:S:1:pos:R:3:nbo_charge:R:1 method="wB97M-V/def2-TZVPD" total_energy_ev=-7835.3962 total_charge=+1 homo_energy_ev="-15.653 / -15.654" fmax_ev_per_a=4.42 homo_lumo_gap_ev="9.60 / 9.61"
C 0.943 -0.566 0.453 0.37
C 0.880 -1.869 -0.167 -0.74
C -0.049 1.717 0.808 -0.47
C -0.976 0.503 -0.992 -0.40
N 0.221 0.559 -0.112 -0.04
O 1.251 0.759 -1.001 -0.38
H 1.634 -0.460 1.412 0.29
H 0.290 -2.466 0.491 0.29
H 1.811 -2.412 -0.374 0.31
H 0.310 -1.788 -1.181 0.26
H -0.192 2.709 0.140 0.28
H -0.861 1.529 1.549 0.26
H 0.948 2.028 1.372 0.26
H -1.840 0.848 -0.562 0.23
H -0.836 1.271 -1.732 0.27
H -1.041 -0.556 -1.298 0.23

***

[18]
16
Properties=species:S:1:pos:R:3:nbo_charge:R:1 method="wB97M-V/def2-TZVPD" total_energy_ev=-7838.5491 total_charge=+1 homo_energy_ev=-15.390 fmax_ev_per_a=7.01 homo_lumo_gap_ev=11.80
C 0.673 -1.140 -0.638 -0.69
C 0.177 0.255 -0.328 0.51
C 1.243 1.239 -0.016 -0.68
N -0.951 0.013 0.823 -0.56
C -1.965 -0.105 -0.250 0.08
O -0.865 0.614 -1.140 -0.52
H 1.440 -1.060 -1.376 0.27
H -0.153 -1.800 -0.998 0.23
H 0.851 -1.765 0.277 0.24
H 2.174 0.615 0.169 0.25
H 1.124 1.993 0.615 0.24
H 1.501 1.698 -1.061 0.28
H -1.135 0.851 1.267 0.43
H -0.875 -0.755 1.435 0.43
H -2.076 -1.097 -0.686 0.24
H -2.766 0.656 -0.157 0.25

***

[19]
16
Properties=species:S:1:pos:R:3:nbo_charge:R:1 method="wB97M-V/def2-TZVPD" total_energy_ev=-7839.8623 total_charge=+1 homo_energy_ev=-15.081 fmax_ev_per_a=2.45 homo_lumo_gap_ev=11.51
C -0.999 1.392 -1.017 -0.64
C -0.271 0.158 -0.456 -0.07
C -0.971 -0.772 0.578 -0.08
O 0.026 -1.834 0.632 -0.49
C 1.282 -1.146 0.662 0.07
N 1.015 0.313 0.276 -0.53
H -0.425 1.773 -1.877 0.24
H -1.969 1.071 -1.420 0.26
H -1.141 2.207 -0.296 0.24
H -0.006 -0.518 -1.284 0.23
H -1.950 -1.051 0.185 0.25
H -0.916 -0.343 1.593 0.18
H 1.803 -1.275 1.617 0.23
H 1.795 -1.542 -0.230 0.21
H 0.935 0.756 1.198 0.43
H 1.791 0.809 -0.162 0.45

***

[20]
16
Properties=species:S:1:pos:R:3:nbo_charge:R:1 method="wB97M-V/def2-TZVPD" total_energy_ev=-7840.5311 total_charge=+1 homo_energy_ev=-16.486 fmax_ev_per_a=4.42 homo_lumo_gap_ev=12.65
C 1.267 0.914 -0.436 -0.61
C 0.322 -0.312 -0.576 -0.30
C 0.832 -1.355 0.463 -0.58
C -1.077 0.054 -0.122 0.74
N -1.441 1.182 0.402 -0.71
O -1.888 -0.927 -0.174 -0.58
H 2.162 0.415 -0.467 0.24
H 1.126 1.249 0.517 0.19
H 1.247 1.658 -1.275 0.24
H 0.318 -0.802 -1.564 0.27
H 1.252 -0.763 1.275 0.21
H 1.704 -1.871 -0.139 0.25
H 0.076 -1.951 0.812 0.22
H -2.400 1.372 0.823 0.45
H -0.703 1.823 0.504 0.44
H -2.797 -0.686 -0.043 0.51